No. 1
16
Properties=species:S:1:pos:R:3:forces:R:3:mulliken_charge:R:1 method="wB97M-V/def2-TZVPD" mol_weight_g_mol=82.1 homo_energy_ev=-6.60 e_lumo_ev=-0.081
C 2.15838 0.57842 0.34716 -1.278 0.228 1.322 -0.994
C 1.39135 -0.73213 0.29454 0.288 1.881 -2.444 -0.110
C 0.02843 -0.67507 0.41747 0.095 -2.046 -0.116 -0.483
C -1.53700 -0.23585 0.94626 2.342 0.088 0.124 -0.728
C -0.85463 0.46452 -0.08431 -2.855 1.033 -0.065 0.261
C -1.36841 0.36914 -1.52416 0.298 -0.030 -0.188 -1.291
H 3.24152 0.64161 0.32203 0.042 -0.777 0.252 0.314
H 1.83807 1.44240 -0.25445 -0.463 -0.520 -0.350 0.251
H 1.72498 0.77646 1.34183 1.203 1.208 0.192 0.300
H 1.72628 -1.48159 -0.41988 0.408 -0.865 1.106 0.258
H -0.39995 -1.66082 0.21458 0.015 0.072 -0.188 0.401
H -1.80080 -0.94902 1.69174 -0.946 0.087 -0.136 0.449
H -0.51597 1.48707 0.11097 0.842 -0.361 0.377 0.382
H -2.40860 0.67764 -1.60499 -0.075 0.116 0.231 0.346
H -0.78280 0.99405 -2.20582 0.039 -0.141 -0.014 0.318
H -1.32536 -0.67335 -1.84264 0.046 0.028 -0.105 0.324

No. 2
16
Properties=species:S:1:pos:R:3:forces:R:3:mulliken_charge:R:1 method="wB97M-V/def2-TZVPD" mol_weight_g_mol=82.1 homo_energy_ev=-7.92 e_lumo_ev=1.024
C -0.06303 -1.30282 -0.32428 -0.078 -0.006 -0.067 -0.593
C -0.84201 -0.58207 0.77793 -0.005 -0.046 0.028 -0.623
C -1.02607 0.88880 0.41186 -0.004 -0.039 -0.029 -0.532
C 0.28583 1.49385 -0.08492 0.431 0.443 -0.100 -0.119
C 1.47611 0.81240 -0.50520 0.016 -0.340 0.735 -1.053
C 1.32067 -0.67200 -0.52686 -0.013 -0.101 -0.168 -0.360
H -0.62791 -1.24037 -1.26409 0.030 -0.021 0.090 0.310
H 0.04201 -2.36893 -0.09223 -0.015 0.134 -0.039 0.299
H -0.27994 -0.65194 1.71995 -0.069 -0.005 -0.119 0.299
H -1.81681 -1.05246 0.95141 0.177 0.022 -0.029 0.301
H -1.37730 1.46928 1.27343 0.076 -0.130 -0.127 0.320
H -1.79850 0.99741 -0.35981 0.099 -0.066 0.086 0.300
H 0.47787 2.49989 0.27119 -0.015 0.254 0.093 0.505
H 0.40649 1.72727 -1.20586 -0.517 -0.154 -0.310 0.250
H 1.97041 -0.91477 0.33859 -0.067 0.064 -0.125 0.285
H 1.85216 -1.10353 -1.38112 -0.045 -0.011 0.082 0.411

No. 3
16
Properties=species:S:1:pos:R:3:forces:R:3:mulliken_charge:R:1 method="wB97M-V/def2-TZVPD" smiles=C[C@H]1C[C@H]2C[C@H]21 mol_weight_g_mol=82.1 homo_energy_ev=-9.45 e_lumo_ev=1.218
C -0.93342 -0.73188 1.57733 -0.076 0.061 -0.477 -1.310
C -0.61153 0.38160 0.49235 0.068 -0.065 -0.050 0.208
C 0.91347 0.69083 0.49474 0.107 0.101 0.113 -0.871
C 0.94833 0.58969 -1.01606 0.324 0.087 -0.124 -0.116
C 0.40086 -0.71006 -1.55505 0.122 -0.284 0.101 -0.612
C -0.54137 0.33520 -1.10784 -0.202 -0.105 0.206 -0.340
H -0.99690 -0.37384 2.63053 0.034 0.512 -0.885 0.334
H -1.84447 -1.31088 1.43205 -0.133 0.108 -0.293 0.326
H -0.10851 -1.45631 1.64464 -0.181 0.137 -0.423 0.307
H -1.20271 1.29601 0.55998 0.085 -0.028 1.118 0.357
H 1.10913 1.68370 0.90543 0.177 -0.030 -0.220 0.297
H 1.56695 -0.02905 1.00533 -0.274 0.098 0.074 0.289
H 1.55588 1.22342 -1.65318 -0.195 -0.069 -0.028 0.372
H 0.38675 -1.60682 -0.94837 0.406 -0.149 -0.092 0.169
H 0.50798 -0.86701 -2.62667 0.016 0.054 0.259 0.267
H -1.15045 0.88539 -1.83522 -0.278 -0.428 0.721 0.324

No. 4
16
Properties=species:S:1:pos:R:3:forces:R:3:mulliken_charge:R:1 method="wB97M-V/def2-TZVPD" smiles="C=C/C(C)=C/C" mol_weight_g_mol=82.1 homo_energy_ev=-8.78 e_lumo_ev=1.085
C 0.43329 0.21348 -1.59435 -1.333 -0.258 0.657 -1.325
C -0.18780 -0.09442 -0.23191 -0.079 0.500 -0.973 0.647
C 0.12299 0.62181 0.83498 0.695 -0.937 1.474 -0.203
C 1.29962 1.53822 1.00307 0.085 0.621 -0.810 -1.298
C -1.40821 -2.11086 0.51678 -0.491 0.375 -0.418 -0.707
C -1.30785 -1.06373 -0.28818 0.405 0.847 0.290 -0.358
H -0.29222 0.88904 -2.05782 0.351 0.344 -0.217 0.320
H 0.40164 -0.66648 -2.23588 0.569 -0.072 0.079 0.361
H 1.40162 0.67902 -1.47685 0.187 -0.040 -0.358 0.376
H -0.35920 0.34837 1.77576 -0.269 0.200 -0.226 0.345
H 1.33886 1.98352 1.99052 -0.135 0.081 0.102 0.336
H 1.27278 2.34633 0.26027 -0.088 0.080 0.236 0.329
H 2.27091 1.07219 0.83067 -0.056 -0.376 0.061 0.325
H -0.74025 -2.16234 1.36530 0.185 -0.571 -0.135 0.291
H -2.19394 -2.83204 0.33092 -0.030 -0.048 0.506 0.266
H -2.05225 -0.76212 -1.02329 0.004 -0.745 -0.267 0.296

No. 5
16
Properties=species:S:1:pos:R:3:forces:R:3:mulliken_charge:R:1 method="wB97M-V/def2-TZVPD" smiles="C=C=CC.C=C" mol_weight_g_mol=82.1 homo_energy_ev=-9.36 e_lumo_ev=1.069
C 0.55870 -2.10950 0.85121 0.138 -0.042 -0.116 -0.580
C 1.40735 -1.94624 -0.15697 -0.092 -0.071 0.144 -0.433
C 1.02342 0.84303 -1.69581 -0.106 0.046 0.086 -0.774
C 0.09354 0.89540 -0.77744 -0.051 -0.008 0.059 0.511
C -0.78249 0.80805 0.18701 0.158 -0.059 -0.126 -0.156
C -1.84809 1.77727 0.61247 -0.035 0.098 -0.020 -1.128
H 0.78930 -1.75632 1.85364 0.011 -0.100 -0.130 0.280
H -0.41607 -2.56983 0.70711 0.166 -0.002 0.016 0.280
H -0.72281 -0.11427 0.76701 -0.002 0.110 -0.078 0.080
H 1.16753 -2.27107 -1.16617 0.020 0.007 0.167 0.244
H 2.36891 -1.45747 -0.02336 -0.131 -0.104 0.021 0.244
H 2.02994 1.20855 -1.50379 -0.180 0.033 -0.010 0.265
H 0.83438 0.40223 -2.67222 -0.047 0.122 0.129 0.264
H -1.86836 2.68290 0.00254 0.043 -0.133 0.043 0.341
H -2.83169 1.29570 0.55837 0.132 0.106 -0.017 0.281
H -1.69254 2.06428 1.65935 -0.026 -0.003 -0.169 0.280

No. 6
16
Properties=species:S:1:pos:R:3:forces:R:3:mulliken_charge:R:1 method="wB97M-V/def2-TZVPD" mol_weight_g_mol=82.1 homo_energy_ev=-7.79 e_lumo_ev=-0.060
C -0.35918 1.21145 -1.90532 -0.050 0.005 -0.030 -1.255
C -0.13390 0.50041 -0.61472 0.079 -0.037 0.037 0.614
C -1.03849 0.30420 0.38025 0.030 0.040 0.055 -0.294
C -0.42876 -0.16736 1.59459 0.203 0.202 -0.276 -0.689
C 0.94094 -0.62569 1.16771 0.069 0.051 0.091 -0.200
C 1.21148 -0.03866 -0.23011 -0.032 0.022 -0.028 -0.614
H 0.04949 0.63169 -2.74072 -0.061 0.061 0.105 0.313
H -1.42070 1.40358 -2.07987 0.143 -0.028 0.010 0.332
H 0.16856 2.17299 -1.90138 -0.048 -0.122 0.003 0.297
H -2.08400 0.59982 0.30630 0.179 0.002 0.017 0.377
H -1.41719 -1.65116 2.17654 -0.153 -0.238 0.047 -0.183
H -1.65953 -2.32311 1.91442 -0.092 -0.138 0.020 0.152
H 1.69033 -0.33698 1.91329 -0.070 -0.048 -0.124 0.328
H 0.94105 -1.72640 1.16165 -0.061 0.206 0.027 0.239
H 1.59849 -0.73112 -0.99002 -0.063 0.076 0.112 0.335
H 1.94141 0.77634 -0.15263 -0.074 -0.054 -0.064 0.248

No. 7
16
Properties=species:S:1:pos:R:3:forces:R:3:mulliken_charge:R:1 method="wB97M-V/def2-TZVPD" smiles=C[C@@]12CC[C@@H]1C2 mol_weight_g_mol=82.1 homo_energy_ev=-7.59 e_lumo_ev=1.074
C -1.06552 0.42128 1.57078 0.241 -0.814 0.148 -1.361
C -0.30469 0.09256 0.31486 -0.443 1.411 -2.154 0.508
C -1.00725 -0.21439 -0.98813 -0.196 1.167 0.498 -0.564
C 0.06179 -1.22130 -0.86422 -0.747 -2.057 4.583 -0.301
C 1.39674 -0.53899 -0.97676 0.579 0.740 -0.438 -0.502
C 1.08099 0.64859 -0.03904 -0.002 -0.167 0.205 -0.598
H -1.93912 -0.22955 1.69446 0.130 0.122 0.013 0.361
H -1.42539 1.45696 1.53111 0.100 -0.109 -0.128 0.321
H -0.42820 0.31838 2.45685 -0.161 0.019 -0.059 0.340
H -2.03775 -0.55423 -0.88627 0.211 -0.018 -0.072 0.259
H -0.86378 0.48970 -1.80779 -0.067 -0.017 0.092 0.183
H -0.09939 -1.60200 0.33960 0.544 -0.269 -2.713 0.251
H 2.26326 -1.11763 -0.64914 -0.283 -0.091 -0.063 0.290
H 1.54377 -0.27374 -2.02909 0.212 0.125 0.113 0.275
H 1.07025 1.64783 -0.49112 -0.041 0.011 0.104 0.245
H 1.75428 0.67652 0.82390 -0.075 -0.051 -0.130 0.294